1.
# C14H22GeIN4O3PdS3

C14H22GeIN4O3PdS3 as an isolated structure (ωB97M-V/def2-TZVPD, the OMol25 dataset).

```
49
Properties=species:S:1:pos:R:3:lowdin_charge:R:1
Pd 1.045 -0.215 0.125 0.64
N 0.155 3.483 0.912 0.16
C -0.927 2.762 0.817 -0.68
N -2.115 3.271 0.549 0.17
S -0.841 1.024 1.177 0.96
H 0.139 4.486 0.787 0.15
H 1.073 3.013 0.901 -0.01
H -2.247 4.244 0.314 0.14
H -2.929 2.679 0.595 0.12
N 2.664 -3.314 -0.475 0.21
C 1.411 -3.183 -0.860 -0.57
O 0.756 -2.123 -0.793 -0.10
C 0.653 -4.365 -1.414 -0.56
I 1.765 -6.103 -1.912 0.88
H 3.165 -2.558 -0.030 0.07
H 3.125 -4.208 -0.541 0.04
H 0.132 -4.041 -2.309 0.05
H -0.086 -4.659 -0.672 0.06
C -3.104 1.039 -2.401 -0.21
Ge -1.163 0.973 -2.197 0.76
C -0.318 -0.321 -3.374 -0.20
C -0.345 2.731 -2.425 -0.21
C -0.828 0.196 -0.389 -0.72
H -3.372 1.254 -3.436 0.03
H -3.553 1.813 -1.778 0.01
H -3.544 0.079 -2.130 0.03
H -0.545 -0.091 -4.415 0.03
H -0.668 -1.326 -3.145 0.02
H 0.762 -0.292 -3.235 0.03
H -0.298 2.935 -3.496 0.03
H 0.677 2.729 -2.045 -0.02
H -0.912 3.538 -1.962 0.00
H -1.424 -0.711 -0.251 0.02
O 4.456 -2.218 1.677 -0.28
S 3.670 -1.144 2.219 0.65
O 2.636 -1.443 3.157 -0.27
N 3.012 -0.291 0.952 -0.25
C 3.446 0.951 0.910 -0.79
S 2.752 2.043 -0.180 0.68
C 4.489 1.261 1.915 -0.22
C 5.198 2.436 2.094 -0.01
C 6.127 2.486 3.126 -0.04
C 6.336 1.388 3.956 -0.04
C 5.626 0.206 3.776 -0.01
C 4.708 0.179 2.748 -0.22
H 5.032 3.280 1.438 0.11
H 6.700 3.389 3.285 0.11
H 7.064 1.454 4.753 0.12
H 5.788 -0.650 4.416 0.13
```

* M: 696.490 g mol⁻¹
* orbital gap: 7.85 eV
* F_max: 0.5 eV/Å
* total charge: +1
* energy: -127574.827 eV
* HOMO level: -11.05 eV
* energy above the lowest of the compared OMol25 structures with the same formula, charge and spin: 36.2 kcal/mol



2.
# C47H36F2N10Ti

C47H36F2N10Ti as an isolated structure at a distorted geometry (ωB97M-V/def2-TZVPD, the OMol25 dataset).

```
96
Properties=species:S:1:pos:R:3:lowdin_charge:R:1
Ti 0.697 -1.472 0.142 0.94
N -1.060 -4.224 3.118 0.04
C -1.180 -3.018 2.576 -0.13
N -0.309 -2.904 1.587 0.07
C 0.340 -4.119 1.581 -0.31
N -0.093 -4.954 2.505 0.13
C 1.386 -4.332 0.607 -0.22
C 2.030 -5.541 0.423 -0.11
N 2.973 -5.756 -0.483 0.04
C 3.246 -4.662 -1.260 -0.15
C 2.629 -3.457 -1.133 -0.14
N 1.671 -3.226 -0.175 -0.10
H -1.617 -4.631 3.849 0.16
H -1.912 -2.288 2.876 0.12
H 1.748 -6.372 1.061 0.11
H 3.994 -4.792 -2.030 0.09
H 2.856 -2.622 -1.783 0.10
C 4.369 -1.897 2.839 -0.03
C 3.923 -1.315 4.016 -0.05
C 2.672 -0.723 4.047 0.00
C 1.905 -0.729 2.887 -0.19
N 2.336 -1.306 1.754 0.05
C 3.537 -1.882 1.732 -0.09
C 0.579 -0.063 2.781 -0.20
C -0.029 0.603 3.833 0.00
C -1.227 1.266 3.604 -0.04
C -1.770 1.255 2.330 -0.03
C -1.131 0.540 1.329 -0.09
N 0.010 -0.123 1.562 -0.01
H 5.341 -2.363 2.769 0.11
H 4.542 -1.320 4.904 0.11
H 2.307 -0.259 4.950 0.10
H 3.827 -2.339 0.796 0.11
H 0.418 0.606 4.815 0.10
H -1.721 1.788 4.413 0.11
H -2.687 1.777 2.095 0.11
H -1.512 0.490 0.311 0.08
F 0.332 -2.316 -2.583 -0.10
C -0.526 -2.337 -1.467 -0.39
F -1.704 -1.841 -1.948 -0.05
H -0.700 -3.412 -1.292 0.09
C -3.586 -1.944 0.822 -0.06
C -4.910 -1.604 0.900 -0.36
C -5.959 -2.278 0.170 -0.08
C -7.271 -1.935 0.296 -0.08
C -7.696 -0.889 1.145 -0.30
C -6.696 -0.186 1.845 -0.09
C -5.377 -0.513 1.729 -0.10
C -9.068 -0.565 1.298 -0.26
N -10.187 -0.301 1.426 0.08
H -2.857 -1.313 1.310 -0.01
H -3.226 -2.711 0.151 0.03
H -5.677 -3.079 -0.503 0.10
H -8.018 -2.469 -0.281 0.10
H -6.991 0.634 2.491 0.10
H -4.638 0.057 2.286 0.08
N -1.617 2.097 -3.669 0.12
C -1.018 1.210 -2.819 -0.15
N -1.707 0.982 -1.745 0.12
C -2.858 1.745 -1.885 -0.22
C -3.987 1.799 -1.068 0.00
C -5.023 2.621 -1.461 -0.09
C -4.946 3.376 -2.644 -0.11
C -3.848 3.305 -3.481 -0.04
C -2.816 2.461 -3.085 -0.20
H -1.253 2.405 -4.552 0.15
H -0.071 0.745 -3.041 0.11
H -4.073 1.170 -0.190 0.09
H -5.924 2.661 -0.863 0.10
H -5.780 4.010 -2.919 0.09
H -3.806 3.871 -4.403 0.10
C 1.686 -0.051 -0.856 -0.08
C 2.467 0.900 -1.141 -0.13
C 3.298 1.918 -1.404 -0.18
C 4.489 2.105 -0.564 -0.17
C 5.572 2.906 -0.948 -0.05
C 6.695 3.026 -0.144 -0.10
C 6.781 2.353 1.067 -0.12
C 5.719 1.548 1.461 -0.10
C 4.595 1.429 0.663 -0.03
C 2.999 2.802 -2.554 -0.19
C 2.555 2.263 -3.763 -0.04
C 2.239 3.079 -4.838 -0.10
C 2.356 4.458 -4.732 -0.11
C 2.789 5.009 -3.533 -0.09
C 3.106 4.193 -2.459 -0.05
H 5.548 3.421 -1.899 0.10
H 7.518 3.649 -0.476 0.10
H 7.661 2.449 1.690 0.09
H 5.764 1.009 2.400 0.09
H 3.762 0.807 0.978 0.09
H 2.479 1.186 -3.850 0.11
H 1.911 2.636 -5.772 0.10
H 2.112 5.096 -5.572 0.09
H 2.872 6.085 -3.429 0.10
H 3.417 4.636 -1.521 0.11
```

* M: 826.738 g mol⁻¹
* orbital gap (alpha / beta): 3.66 / 3.63 eV
* F_max: 1.9 eV/Å
* 2S+1: 2
* total charge: -1
* energy: -92773.560 eV
* HOMO level (alpha / beta): -2.90 / -2.90 eV
* energy above the lowest of the compared OMol25 structures with the same formula, charge and spin: 62.4 kcal/mol
* <S²>: 0.7689



3.
# CH3Br2OP

CH3Br2OP as an isolated structure at a distorted geometry (ωB97M-V/def2-TZVPD, the OMol25 dataset).

```
8
Properties=species:S:1:pos:R:3:lowdin_charge:R:1
C 0.691 -0.742 -0.316 -0.24
O -0.796 -0.064 1.899 -0.37
P -0.560 0.219 0.500 0.23
Br -2.371 0.448 -0.742 0.38
Br 0.451 3.032 0.018 -0.20
H 1.626 -0.604 0.197 0.06
H 0.195 -1.812 -0.244 0.12
H 0.763 -0.476 -1.311 0.02
```

* M: 221.816 g mol⁻¹
* orbital gap (alpha / beta): 7.48 / 7.49 eV
* F_max: 3.2 eV/Å
* total charge: 0
* energy: -152507.135 eV
* HOMO level (alpha / beta): -9.66 / -9.66 eV
* energy above the lowest of the compared OMol25 structures with the same formula, charge and spin: 39.6 kcal/mol



4.
# C11H13Cl9N2O4

A 5-piece molecular cluster, C11H13Cl9N2O4 overall at a distorted geometry (ωB97M-V/def2-TZVPD, the OMol25 dataset).

```
39
Properties=species:S:1:pos:R:3:lowdin_charge:R:1
N 4.173 0.980 1.682 0.01
C 3.370 1.118 0.452 -0.23
C 1.930 1.299 0.896 -0.15
C 1.241 0.250 1.345 -0.51
Cl 1.805 -1.370 1.421 0.75
C -0.165 0.515 1.839 -0.33
O -0.597 -0.119 2.772 0.11
C -0.916 1.611 1.137 -0.22
O -2.275 1.546 1.031 -0.01
N -2.791 0.172 1.005 -0.08
O -2.530 -0.337 0.000 0.12
C -0.223 2.637 0.668 0.08
C 1.265 2.641 0.864 -0.32
O 1.879 3.677 1.008 0.12
H 5.086 0.601 1.480 0.07
H 4.226 1.857 2.178 0.07
H 3.468 0.181 -0.083 0.04
H 3.707 1.978 -0.134 0.12
H -0.726 3.453 0.167 0.13
Cl -2.481 -0.968 -3.505 0.54
C -3.698 -2.054 -2.817 -1.03
Cl -4.070 -3.390 -3.909 0.52
H -3.315 -2.458 -1.887 0.02
H -4.604 -1.488 -2.634 0.03
Cl 0.240 2.980 -3.123 0.51
C -0.062 1.546 -4.115 -1.04
Cl -0.262 1.962 -5.820 0.51
H 0.781 0.871 -4.017 0.02
H -0.968 1.067 -3.765 -0.06
Cl 2.154 -3.995 -0.192 0.49
C 2.864 -3.533 -1.748 -1.00
Cl 2.993 -1.786 -1.961 0.53
H 3.856 -3.964 -1.815 0.03
H 2.235 -3.924 -2.538 0.03
Cl -4.667 -0.135 5.926 0.50
C -3.388 -0.760 4.873 -1.01
Cl -3.862 -0.739 3.170 0.59
H -2.506 -0.141 4.988 0.02
H -3.167 -1.781 5.163 0.03
```

* M: 556.312 g mol⁻¹
* orbital gap: 8.28 eV
* F_max: 1.8 eV/Å
* SMILES string: NCC1=C(Cl)C(=O)C(ON=O)=CC1=O.ClCCl.ClCCl.ClCCl.ClCCl
* total charge: 0
* energy: -135484.867 eV
* HOMO level: -9.56 eV